Entry 1:
Entry from the OMol25 dataset: a structure of composition C18H47NO6 (ωB97M-V/def2-TZVPD).

Geometry as XYZ:
```
72
Properties=species:S:1:pos:R:3:forces:R:3
C 0.961 -2.827 -0.658 0.4999 0.8769 0.3852
O -0.249 -2.155 -0.293 1.5032 0.0944 3.4737
C -0.261 -1.418 0.970 1.0970 -1.6247 1.4335
C 0.747 -0.194 1.178 13.9808 -9.5001 -1.8846
N 2.142 -0.534 1.383 1.5170 -2.8948 -0.3548
C 2.523 -0.471 2.781 0.1332 0.1867 -0.0256
C 3.901 -1.111 3.020 0.2102 1.6897 -0.6744
O 3.834 -2.488 2.859 1.3212 -1.9345 -0.2218
C 5.137 -3.101 2.652 0.5944 0.2970 -0.8248
H 1.786 -2.123 -0.549 0.1883 0.0252 -0.4540
H 0.896 -3.136 -1.701 -0.2992 0.1616 0.0229
H 1.278 -3.700 -0.088 -0.6842 -0.1680 0.4861
H -0.078 -2.166 1.741 0.5812 -0.0563 0.3180
H -1.272 -1.100 1.225 0.2281 -0.3451 -0.7929
H 0.509 0.614 1.869 5.3941 -1.5557 4.8888
H 0.705 0.420 0.279 2.6691 -1.4941 -0.1036
H 2.238 -1.516 1.169 0.4445 -0.3194 -0.4045
H 1.774 -0.965 3.399 -0.1128 0.0046 0.4803
H 2.478 0.611 2.899 0.5418 0.0295 1.2349
H 4.402 -0.843 3.950 -0.4740 0.0351 0.5324
H 4.557 -0.677 2.265 0.1296 0.0591 -0.4118
H 5.314 -4.090 3.076 -0.8603 0.1986 0.6051
H 6.022 -2.503 2.870 -0.4031 0.6512 1.2532
H 5.447 -3.246 1.617 -1.1888 -0.0689 -0.8206
C 0.040 0.453 -1.551 1.7256 -0.3966 1.8815
C -1.094 0.564 -0.507 -0.3303 4.6761 2.5217
C -0.695 1.166 0.916 -7.7436 3.0280 -4.1925
O -1.857 1.630 -1.053 -1.9045 0.0310 -1.5577
H 0.739 -0.332 -1.262 -0.0642 0.0844 -0.4424
H 0.587 1.394 -1.478 0.7815 -1.6427 0.5443
H -0.308 0.304 -2.573 0.2555 0.6309 0.6918
H -1.712 -0.324 -0.380 0.3250 1.0058 1.0996
H -1.558 1.229 1.578 0.3909 2.0401 -1.4433
H -0.064 2.039 0.749 -0.0303 0.2553 0.4286
H -0.014 0.398 1.284 -14.3010 7.9192 -0.2200
H -2.288 2.193 -0.406 0.0821 -0.5115 0.4680
C 2.248 3.087 -3.375 1.3474 -0.0458 0.8804
C 0.860 3.665 -3.175 0.8998 1.0377 0.4450
C -0.174 2.675 -2.790 -0.6188 1.2258 -1.6785
O 0.839 4.630 -2.093 0.5040 0.0013 -0.2747
H 3.060 3.813 -3.423 -0.3725 0.7078 -0.0713
H 2.463 2.472 -4.249 -0.8353 -0.1470 -0.1410
H 2.563 2.516 -2.502 -0.2680 -0.3735 0.1591
H 0.615 4.225 -4.078 -0.3335 -0.1545 -0.2651
H -0.207 2.322 -1.760 0.2878 1.9906 -1.3827
H -0.019 1.852 -3.489 -1.0007 -0.0370 0.1122
H -1.137 3.183 -2.842 -0.3628 -0.2932 -0.8340
H -0.034 4.442 -1.741 0.0608 0.5730 0.5151
C -2.921 -0.022 2.668 -0.5384 -0.3927 0.2530
C -3.545 1.136 3.403 0.7892 -0.4255 1.5836
C -3.053 1.291 4.883 0.7997 1.0840 -1.4550
O -3.391 2.316 2.614 -0.7565 -0.5079 0.5532
H -1.962 0.229 2.215 -0.9735 -0.8060 0.9653
H -3.658 -0.275 1.906 0.3899 -0.3466 -0.4092
H -2.781 -0.877 3.329 -0.1700 -0.0537 0.0458
H -4.568 0.833 3.628 -0.6206 0.4881 -1.0276
H -2.694 2.299 5.092 -0.7633 0.5660 -0.1048
H -2.072 0.829 4.993 -0.5027 -1.1411 0.6227
H -3.933 1.064 5.484 0.9120 -0.4302 0.7212
H -4.035 2.897 3.026 0.0727 0.6536 -0.3174
C -1.606 -2.904 -4.183 -1.3136 0.2536 1.1172
C -2.004 -1.549 -3.552 3.1388 -0.2320 1.3861
C -1.297 -1.459 -2.093 -4.1884 -1.8999 -4.3138
O -1.369 -0.490 -4.281 -0.2873 0.1119 -0.4551
H -2.213 -3.082 -5.071 0.4516 -0.2050 -0.3387
H -1.897 -3.642 -3.436 -0.2438 -0.3349 -0.1374
H -0.533 -3.062 -4.287 -0.0324 0.4945 -0.4158
H -3.079 -1.373 -3.536 -0.0997 -0.2683 0.1854
H -0.212 -1.408 -2.183 -1.2810 -0.8486 -0.7101
H -1.648 -2.323 -1.529 -0.2133 -0.0106 -0.6589
H -1.714 -0.586 -1.591 -0.1278 -1.9650 -2.2469
H -1.455 -0.720 -5.209 0.0525 0.2633 -0.2277
```
Positions in Å, forces in eV/Å.

Its energy above the lowest of the compared OMol25 structures with the same formula, charge and spin is 457.9 kcal/mol. For the gap between HOMO and LUMO, the calculation gives 0.287 Eh. The HOMO energy comes out at -7.2 eV.

Entry 2:
Entry from the OMol25 dataset: a structure of composition C18H48AlBrClF6K3N4O2PSi3 (ωB97M-V/def2-TZVPD).

Geometry as XYZ:
```
88
Properties=species:S:1:pos:R:3:forces:R:3
C 2.941 -1.147 2.652 -2.2425 1.6472 -0.2697
Si 1.185 -0.265 2.552 0.4826 0.1846 -0.0183
C 1.447 1.279 3.544 0.0237 -0.2308 -0.1303
C 0.916 0.136 0.756 0.5688 -0.4121 -0.0700
C -0.140 -1.378 3.319 -0.5917 -0.3786 0.6265
C -1.302 -0.719 4.061 0.4788 0.4611 0.0031
C -2.354 -0.129 3.140 -0.3242 -0.4853 0.4460
N -2.557 -0.940 1.920 1.5342 0.8171 -0.3389
C -1.638 -1.840 1.514 -0.4071 -0.2879 -0.2841
N -1.703 -2.367 0.245 -0.7230 0.4937 0.7701
N -0.669 -2.311 2.302 0.6674 1.7793 -1.1898
H 3.250 -0.984 3.671 0.6187 0.8394 0.2769
H 3.598 -0.714 1.897 0.1349 -0.2927 0.3439
H 2.862 -2.201 2.499 -1.6115 1.5504 -2.3912
H 1.714 1.043 4.570 -0.2044 0.0752 0.3094
H 0.595 1.958 3.494 0.0103 0.0928 0.1294
H 2.320 1.784 3.133 0.1219 0.3292 -0.1549
H 1.489 -0.541 0.123 -0.0200 -0.3240 -0.1053
H -0.110 0.094 0.425 -0.3024 0.2476 -0.1025
H 1.297 1.135 0.557 -0.2357 0.3534 0.0053
H 0.355 -1.974 4.085 0.2490 -0.2781 -0.0203
H -1.711 -1.436 4.766 -0.2593 -0.2185 -0.1322
H -0.918 0.093 4.672 0.0208 0.1466 0.1395
H -2.150 0.910 2.912 0.3070 0.2733 -0.4542
H -3.288 -0.113 3.694 -0.2562 -0.0704 -0.0576
H -2.839 -0.360 1.134 -0.7089 -0.3394 -0.1945
H -1.866 -3.362 0.104 0.7018 0.2093 -0.0094
H -1.575 -1.791 -0.564 -0.4436 0.1922 -0.1115
H 0.182 -2.550 1.670 -1.8465 -0.8571 1.0268
Br 1.456 -4.026 1.697 1.8494 -0.9082 0.0477
C -2.668 6.065 3.502 -0.5972 0.3497 -0.0520
C -3.405 4.744 3.281 1.8445 0.3343 1.7766
C -4.069 4.289 4.603 -0.6967 0.4233 -0.1497
O -2.493 3.775 2.897 0.2070 0.5484 0.1423
H -1.890 5.935 4.251 0.0656 -0.1028 -0.0067
H -2.211 6.400 2.572 0.1100 -0.0698 -0.0193
H -3.345 6.857 3.846 0.0226 0.0206 -0.0002
H -4.265 4.974 2.578 0.5357 0.3331 0.1748
H -3.322 4.140 5.380 0.1833 -0.0500 -0.1071
H -4.627 3.341 4.485 0.1764 0.2188 0.0789
H -4.778 5.047 4.955 -0.0879 -0.1030 0.1027
K 3.786 -3.172 3.624 2.0248 -4.0519 2.5106
Al 4.631 0.644 0.794 0.2390 0.4100 -0.3114
F -1.518 1.952 0.461 0.0412 0.1395 -0.6209
P -2.019 2.512 -1.052 -0.1692 0.8039 -0.2978
F -2.998 1.137 -0.989 0.6101 0.2451 -0.1641
F -3.267 3.186 -0.153 0.5152 -0.2074 -1.2849
F -2.047 4.022 -1.704 -0.1174 -0.4233 0.6594
F -1.880 2.031 -2.625 -0.2660 -0.3536 0.8437
F -0.334 2.734 -1.166 0.0994 -0.6029 0.2042
C -0.595 -6.137 -4.990 -0.0652 0.0886 -0.0561
Si 0.834 -4.982 -4.753 -0.4501 -1.4612 0.2901
C 1.772 -4.873 -6.387 0.1876 0.6531 -0.0524
C 1.963 -5.724 -3.434 0.2861 0.3402 0.1299
N 0.233 -3.422 -4.268 0.4948 -0.2454 0.0178
Si 1.105 -1.958 -3.907 0.1408 0.9438 0.9038
C 2.075 -1.330 -5.394 -0.0049 -0.4950 -0.2644
C 2.300 -2.197 -2.453 0.0111 -0.2975 -0.1115
C -0.110 -0.664 -3.399 0.0538 0.0485 -0.0276
H -0.239 -7.123 -5.293 -0.0024 -0.0124 -0.0063
H -1.163 -6.251 -4.065 0.0052 0.0211 0.0288
H -1.272 -5.770 -5.763 -0.0502 -0.0265 -0.0057
H 1.937 -5.892 -6.738 -0.1149 -0.0678 0.1428
H 2.743 -4.388 -6.277 -0.0090 0.0054 0.0108
H 1.200 -4.333 -7.140 -0.0219 -0.0376 -0.0298
H 1.496 -5.685 -2.450 -0.1689 0.0757 -0.0514
H 2.929 -5.219 -3.383 0.0241 -0.0013 -0.0187
H 2.136 -6.768 -3.697 -0.0423 -0.0174 -0.1567
H 2.945 -1.949 -5.613 -0.0210 -0.0205 -0.0048
H 2.422 -0.319 -5.171 -0.1092 0.0027 0.1171
H 1.450 -1.289 -6.285 0.0037 0.0558 -0.0326
H 1.802 -2.680 -1.609 -0.0632 -0.0446 -0.0161
H 2.642 -1.204 -2.140 -0.0556 0.0566 -0.1013
H 3.174 -2.791 -2.725 -0.0068 -0.0192 0.0110
H -0.662 -0.998 -2.518 -0.0808 0.0763 -0.0417
H -0.823 -0.459 -4.197 -0.1130 0.0531 0.0733
H 0.394 0.275 -3.154 -0.1031 -0.0086 0.0233
Cl -0.450 -4.822 -0.767 0.3144 -0.1641 -1.1447
K -4.294 2.967 1.928 -1.8825 -2.1569 -1.1079
C 1.078 4.830 0.780 -0.9779 0.0149 1.0414
C 1.693 6.267 0.904 0.4613 -0.6642 0.2000
O 0.718 7.084 1.162 0.2077 0.4377 -0.2397
H 0.359 4.763 -0.048 0.0713 0.1433 0.1777
H 1.870 4.126 0.584 -3.0772 1.4673 4.8448
H 0.570 4.529 1.698 -0.1383 0.3201 -0.0390
H 2.299 6.431 -0.061 -0.3849 0.1163 -0.0512
H 2.507 6.187 1.686 -0.2497 0.0075 0.0482
K 2.686 3.733 -0.664 3.5982 -1.6592 -6.0703
```
Positions in Å, forces in eV/Å.

The charge is +1. For the gap between HOMO and LUMO, the calculation gives 0.057 Eh. The HOMO energy comes out at -8.3 eV.

- What is the gap between HOMO and LUMO in the second record?
  0.057 Eh

- What is the gap between HOMO and LUMO in the second record?
  0.057 Eh

- Among the records above, which one has the highest gap between HOMO and LUMO?
  C18H47NO6

- Among the records above, which one has the highest gap between HOMO and LUMO?
  C18H47NO6